(1)
Below is 4 unconnected molecules or ions with the total composition C49H39BBrNO7 at a distorted geometry, with properties calculated with ωB97M-V/def2-TZVPD.

The calculation puts the electronic energy at -137989.8014 eV. As for the SMILES: O=C1c2ccccc2C(=O)c2ccccc21.O=C1c2ccccc2C(=O)c2ccccc21.O=C1c2ccccc2C(=O)c2ccccc21.CC(=O)N(C)CCCCBBr. The value obtained for the gap between HOMO and LUMO is 8.2 eV. Its LUMO energy is -1.246 eV.

```
! RIJCOSX wB97M-V def2-TZVPD def2/J DEFGRID3
* xyz 0 1
O -0.65 1.02 -1.49
C -0.10 0.02 -1.06
C -0.88 -1.10 -0.48
C -2.26 -1.03 -0.46
C -3.00 -2.09 0.05
C -2.36 -3.22 0.55
C -0.97 -3.29 0.54
C -0.23 -2.23 0.03
C 1.26 -2.32 0.05
O 1.82 -3.28 0.54
C 2.03 -1.20 -0.56
C 3.42 -1.27 -0.58
C 4.15 -0.25 -1.16
C 3.50 0.85 -1.72
C 2.12 0.92 -1.69
C 1.38 -0.10 -1.11
H -2.76 -0.15 -0.85
H -4.08 -2.03 0.07
H -2.93 -4.04 0.94
H -0.47 -4.16 0.93
H 3.92 -2.13 -0.15
H 5.23 -0.30 -1.18
H 4.08 1.64 -2.18
H 1.61 1.77 -2.13
O -0.73 -7.73 1.16
C 0.35 -8.29 1.18
C 1.48 -7.82 0.34
C 1.30 -6.70 -0.47
C 2.35 -6.23 -1.23
C 3.58 -6.86 -1.19
C 3.77 -7.98 -0.40
C 2.72 -8.46 0.37
C 2.93 -9.67 1.21
O 3.99 -10.27 1.20
C 1.80 -10.14 2.07
C 1.99 -11.24 2.88
C 0.96 -11.67 3.71
C -0.26 -11.00 3.72
C -0.45 -9.90 2.90
C 0.58 -9.47 2.07
H 0.33 -6.21 -0.49
H 2.20 -5.35 -1.85
H 4.41 -6.47 -1.78
H 4.72 -8.48 -0.37
H 2.94 -11.76 2.87
H 1.10 -12.53 4.34
H -1.06 -11.33 4.36
H -1.39 -9.37 2.90
O 5.71 4.31 0.89
C 4.96 4.89 1.65
C 3.49 4.72 1.54
C 2.98 3.86 0.58
C 1.61 3.67 0.48
C 0.75 4.33 1.35
C 1.25 5.20 2.30
C 2.62 5.40 2.40
C 3.14 6.35 3.42
O 2.39 6.98 4.14
C 4.62 6.51 3.54
C 5.13 7.36 4.51
C 6.50 7.50 4.65
C 7.37 6.79 3.83
C 6.86 5.94 2.86
C 5.49 5.80 2.71
H 3.65 3.35 -0.08
H 1.21 3.00 -0.26
H -0.32 4.17 1.28
H 0.58 5.72 2.98
H 4.45 7.91 5.15
H 6.90 8.16 5.41
H 8.44 6.90 3.95
H 7.52 5.39 2.21
C -3.56 2.72 -3.49
C -4.25 4.05 -3.67
O -4.36 4.55 -4.78
N -4.81 4.61 -2.51
C -3.79 4.77 -1.45
C -5.60 5.83 -2.76
C -7.08 5.59 -3.10
C -7.40 4.49 -4.12
C -7.43 3.06 -3.57
B -8.44 2.71 -2.45
Br -10.07 3.69 -2.12
H -4.26 1.91 -3.66
H -2.76 2.66 -4.23
H -3.10 2.60 -2.51
H -2.77 4.69 -1.83
H -3.87 5.75 -0.99
H -3.90 4.02 -0.67
H -5.14 6.45 -3.53
H -5.58 6.41 -1.84
H -7.43 6.53 -3.52
H -7.63 5.45 -2.17
H -8.38 4.72 -4.55
H -6.69 4.57 -4.94
H -7.72 2.39 -4.40
H -6.45 2.72 -3.25
H -8.27 1.75 -1.77
*
```


(2)
Below is a molecular structure, C49H39Cl2N5O4S2Zr at a distorted geometry, with properties calculated with ωB97M-V/def2-TZVPD.

The calculation puts the electronic energy at -115086.6570 eV. The value obtained for the gap between HOMO and LUMO is 7.6 eV. Its LUMO energy is 0.059 eV. The energy relative to the best compared isomer or geometry (same formula, charge and spin) is 1.3036 eV.

```
! RIJCOSX wB97M-V def2-TZVPD def2/J DEFGRID3
* xyz 0 1
Zr 1.01 -0.56 -0.59
C -0.96 3.21 -2.30
C 0.01 2.23 -1.72
N -0.37 1.03 -1.42
N -1.66 0.70 -1.81
C -2.29 -0.36 -1.44
S -2.28 -1.58 -0.10
S -3.80 -0.71 -2.30
C -3.96 0.68 -3.42
C -4.52 1.96 -2.85
C -4.48 2.26 -1.49
C -4.96 3.48 -1.02
C -5.50 4.41 -1.90
C -5.55 4.11 -3.25
C -5.07 2.90 -3.72
C 1.42 2.61 -1.57
C 1.75 3.95 -1.32
C 3.06 4.36 -1.20
C 4.08 3.42 -1.39
C 3.79 2.11 -1.67
C 2.46 1.67 -1.73
O 2.20 0.39 -1.98
H -1.54 2.72 -3.09
H -0.45 4.08 -2.71
H -1.69 3.54 -1.56
H -4.60 0.33 -4.24
H -2.96 0.86 -3.84
H -4.07 1.54 -0.80
H -4.93 3.69 0.04
H -5.87 5.35 -1.53
H -5.97 4.83 -3.95
H -5.12 2.68 -4.78
H 0.95 4.66 -1.18
H 3.29 5.39 -0.98
H 5.11 3.73 -1.32
H 4.57 1.37 -1.82
Cl -2.03 -6.83 -3.22
C -1.36 -5.24 -2.95
C -0.90 -4.51 -4.03
C -0.37 -3.25 -3.81
Cl 0.21 -2.32 -5.16
C -0.29 -2.70 -2.53
O 0.20 -1.50 -2.30
C -0.76 -3.47 -1.46
C -0.71 -2.86 -0.10
O 0.47 -2.33 0.27
C -1.30 -4.73 -1.66
H -0.96 -4.91 -5.03
H -1.15 -3.50 0.66
H -1.67 -5.31 -0.83
C 2.90 2.55 2.42
C 4.14 1.99 2.72
C 4.45 0.74 2.21
C 3.53 0.07 1.39
C 2.28 0.61 1.05
C 2.01 1.87 1.61
C 3.88 -1.25 0.81
C 4.92 -2.05 1.36
C 5.21 -3.25 0.78
C 4.53 -3.65 -0.39
C 4.83 -4.86 -1.07
C 4.17 -5.19 -2.21
C 3.19 -4.31 -2.73
C 2.88 -3.15 -2.09
C 3.52 -2.81 -0.88
N 3.17 -1.65 -0.23
H 2.65 3.53 2.80
H 4.86 2.52 3.33
H 5.42 0.31 2.42
H 1.06 2.36 1.39
H 5.43 -1.73 2.25
H 5.98 -3.89 1.20
H 5.60 -5.50 -0.67
H 4.40 -6.11 -2.73
H 2.69 -4.55 -3.66
H 2.17 -2.46 -2.52
C -2.11 1.63 5.12
N -2.20 1.32 3.70
N -1.23 0.51 3.14
C -1.07 0.84 1.81
O -0.38 0.15 1.05
C -1.92 1.97 1.58
C -2.55 2.24 2.76
C -3.48 3.35 3.10
C -0.91 -0.76 3.69
C -1.89 -1.52 4.30
C -1.55 -2.77 4.80
C -0.26 -3.26 4.66
C 0.70 -2.49 4.03
C 0.39 -1.22 3.55
H -1.62 0.81 5.62
H -3.11 1.75 5.53
H -1.53 2.54 5.29
H -2.05 2.47 0.64
H -3.78 3.87 2.20
H -2.99 4.07 3.76
H -4.37 2.98 3.61
H -2.90 -1.16 4.36
H -2.31 -3.38 5.27
H -0.01 -4.24 5.03
H 1.71 -2.86 3.90
H 1.14 -0.61 3.06
*
```


(3)
Below is a molecular structure, C49H39Cl3IN7OPS2TeV at a distorted geometry, with properties calculated with ωB97M-V/def2-TZVPD.

The calculation puts the electronic energy at -173535.1704 eV. The value obtained for the gap between HOMO and LUMO (alpha / beta) is 5.3 / 5.3 eV. Its LUMO energy (alpha / beta) is 1.883 / 1.881 eV. Its expectation value of S² is 3.768. The energy relative to the best compared isomer or geometry (same formula, charge and spin) is 1.0421 eV.

```
! RIJCOSX wB97M-V def2-TZVPD def2/J DEFGRID3
* xyz -1 4
V -0.93 0.39 0.11
I -0.72 -2.06 -0.95
C -3.79 -1.75 -0.19
C -4.59 -2.24 -1.20
C -5.83 -2.90 -1.01
C -6.33 -3.08 0.25
C -5.58 -2.62 1.36
C -6.04 -2.82 2.68
C -5.29 -2.42 3.75
C -4.06 -1.78 3.54
C -3.60 -1.53 2.27
P -2.01 -0.60 2.07
C -0.96 -1.73 3.08
C -1.10 -3.09 2.82
C -0.29 -4.02 3.46
C 0.66 -3.61 4.38
C 0.81 -2.25 4.63
C 0.02 -1.32 3.97
C -2.53 0.79 3.19
C -2.13 1.06 4.49
C -2.68 2.12 5.20
C -3.65 2.93 4.62
C -4.07 2.66 3.32
C -3.51 1.61 2.62
C -4.34 -1.95 1.12
H -4.26 -2.17 -2.24
H -6.39 -3.27 -1.86
H -7.27 -3.60 0.42
H -6.99 -3.32 2.84
H -5.64 -2.59 4.76
H -3.47 -1.47 4.40
H -1.85 -3.43 2.11
H -0.41 -5.07 3.23
H 1.29 -4.33 4.88
H 1.58 -1.91 5.32
H 0.23 -0.27 4.12
H -1.41 0.43 4.99
H -2.36 2.31 6.21
H -4.08 3.75 5.17
H -4.83 3.27 2.86
H -3.85 1.39 1.61
S 2.43 1.47 2.98
C 2.84 -0.10 2.42
C 1.90 -0.62 1.58
C 0.78 0.24 1.34
C 0.95 1.41 2.05
C 0.07 2.54 1.87
C 0.19 3.75 2.56
C -0.68 4.78 2.27
C -1.65 4.60 1.29
C -1.72 3.37 0.67
N -0.90 2.35 0.95
H 3.75 -0.56 2.77
H 2.00 -1.61 1.14
H 0.96 3.85 3.31
H -0.60 5.72 2.80
H -2.34 5.38 1.02
H -2.48 3.17 -0.08
Te 1.78 -2.58 -1.99
N -4.74 1.15 -5.09
C -3.86 0.90 -4.07
N -3.17 -0.26 -4.14
N -3.74 1.79 -3.13
C -2.97 1.41 -2.12
N -2.32 0.95 -1.29
H -4.52 0.76 -5.99
H -5.06 2.10 -5.11
H -3.55 -1.01 -4.69
H -2.68 -0.55 -3.29
Cl 7.06 -1.70 2.36
C 6.37 -1.01 0.92
C 5.42 -1.71 0.21
C 4.87 -1.14 -0.92
C 5.26 0.12 -1.37
C 4.66 0.64 -2.66
C 3.83 1.93 -2.53
N 2.42 1.63 -2.40
C 1.57 1.29 -3.42
C 0.39 0.99 -2.82
N 0.49 1.17 -1.47
C 1.73 1.54 -1.25
O 5.68 0.87 -3.63
C 5.95 -0.26 -4.45
C 4.80 -0.59 -5.35
C 4.09 -1.76 -5.34
Cl 4.39 -3.14 -4.37
S 2.78 -1.75 -6.44
C 3.17 -0.17 -6.95
C 4.25 0.33 -6.29
C 6.23 0.79 -0.64
Cl 6.81 2.36 -1.12
C 6.79 0.25 0.51
H 5.09 -2.69 0.54
H 4.08 -1.66 -1.46
H 3.97 -0.13 -3.01
H 3.99 2.51 -3.45
H 4.13 2.55 -1.69
H 1.89 1.23 -4.45
H -0.52 0.63 -3.28
H 2.17 1.75 -0.29
H 6.22 -1.13 -3.84
H 6.83 0.02 -5.03
H 2.57 0.32 -7.70
H 4.65 1.32 -6.44
H 7.53 0.79 1.07
*
```


(4)
Below is a molecular structure, C49H39CsN8O2P2S3Se2 at a distorted geometry, with properties calculated with ωB97M-V/def2-TZVPD.

The calculation puts the electronic energy at -249789.2667 eV. The value obtained for the gap between HOMO and LUMO is 6.0 eV. Its LUMO energy is 3.516 eV. The energy relative to the best compared isomer or geometry (same formula, charge and spin) is 0.6599 eV.

```
! RIJCOSX wB97M-V def2-TZVPD def2/J DEFGRID3
* xyz -2 1
Cs 0.02 1.30 -2.66
C -4.44 4.96 -0.75
S -4.24 5.13 -2.53
C -2.61 4.42 -2.80
S -2.24 3.67 -4.27
N -1.86 4.72 -1.78
N -0.71 4.02 -1.53
C 0.31 4.74 -1.27
C 1.55 4.17 -0.72
C 2.66 5.02 -0.63
C 3.84 4.53 -0.10
C 3.89 3.21 0.31
C 2.74 2.44 0.17
N 1.59 2.90 -0.31
H -5.46 5.28 -0.53
H -3.72 5.57 -0.20
H -4.31 3.92 -0.46
H 0.29 5.82 -1.42
H 2.59 6.04 -0.99
H 4.72 5.17 -0.03
H 4.79 2.76 0.71
H 2.75 1.39 0.45
O 1.83 2.51 -4.24
S 2.18 1.52 -5.25
O 3.57 1.41 -5.62
N 1.49 0.19 -4.81
C 1.61 -1.01 -5.45
C 2.17 -1.23 -6.70
C 2.22 -2.52 -7.26
C 1.74 -3.62 -6.59
C 1.17 -3.45 -5.31
C 0.68 -4.53 -4.54
C 0.16 -4.29 -3.30
C 0.11 -2.97 -2.82
N 0.54 -1.94 -3.51
C 1.09 -2.16 -4.74
C 1.33 2.09 -6.72
C 2.05 2.54 -7.81
C 1.39 3.02 -8.93
C 0.00 3.05 -8.96
C -0.72 2.59 -7.86
C -0.06 2.11 -6.75
H 2.59 -0.40 -7.26
H 2.67 -2.64 -8.24
H 1.80 -4.61 -7.02
H 0.73 -5.53 -4.95
H -0.22 -5.10 -2.68
H -0.30 -2.75 -1.84
H 3.14 2.51 -7.77
H 1.96 3.38 -9.78
H -0.52 3.43 -9.83
H -1.80 2.63 -7.86
H -0.63 1.76 -5.89
Se -5.14 -0.60 4.31
P -3.07 -0.82 3.96
C -2.54 -2.47 4.54
C -1.40 -2.67 5.31
C -1.07 -3.95 5.74
C -1.88 -5.03 5.43
C -3.02 -4.83 4.66
C -3.35 -3.56 4.22
C -2.15 0.37 4.98
C -2.21 0.25 6.37
C -1.65 1.23 7.17
C -1.07 2.36 6.59
C -1.04 2.48 5.22
C -1.57 1.49 4.41
C -2.52 -0.59 2.27
C -1.34 -0.79 1.52
N -1.61 -0.33 0.28
N -2.85 0.10 0.26
N -3.42 -0.04 1.44
P 0.33 -1.37 1.78
Se 1.62 -1.22 0.11
C 0.98 -0.37 3.16
C 1.24 0.97 2.84
C 1.81 1.81 3.78
C 2.13 1.33 5.05
C 1.86 0.01 5.37
C 1.29 -0.84 4.42
C 0.31 -3.10 2.31
C -0.79 -3.91 2.05
C -0.71 -5.28 2.27
C 0.46 -5.84 2.76
C 1.56 -5.03 3.03
C 1.49 -3.67 2.79
H -0.78 -1.83 5.57
H -0.17 -4.10 6.34
H -1.61 -6.02 5.76
H -3.66 -5.67 4.41
H -4.25 -3.39 3.64
H -2.70 -0.60 6.82
H -1.69 1.14 8.25
H -0.65 3.13 7.22
H -0.59 3.36 4.76
H -1.55 1.59 3.33
H 0.98 1.35 1.86
H 2.01 2.84 3.52
H 2.57 1.99 5.78
H 2.09 -0.37 6.36
H 1.11 -1.88 4.67
H -1.70 -3.47 1.66
H -1.56 -5.90 2.05
H 0.52 -6.91 2.93
H 2.48 -5.46 3.40
H 2.36 -3.05 2.94
*
```